No. 1
{
  "formula": "C30H66O12",
  "method": "the ωB97M-V functional and the def2-TZVPD basis",
  "smiles": "c1ccccc1.COCCOC.COCCOC.COCCOC.COCCOC.COCCOC.COCCOC",
  "total_energy_ev": -56742.891,
  "lumo_ev": 0.60,
  "max_force_ev_per_a": 1.790,
  "total_charge": 0,
  "homo_lumo_gap_ev": 10.015,
  "elements": ["C", "C", "C", "C", "C", "C", "H", "H", "H", "H", "H", "H", "C", "O", "C", "C", "O", "C", "H", "H", "H", "H", "H", "H", "H", "H", "H", "H", "C", "O", "C", "C", "O", "C", "H", "H", "H", "H", "H", "H", "H", "H", "H", "H", "C", "O", "C", "C", "O", "C", "H", "H", "H", "H", "H", "H", "H", "H", "H", "H", "C", "O", "C", "C", "O", "C", "H", "H", "H", "H", "H", "H", "H", "H", "H", "H", "C", "O", "C", "C", "O", "C", "H", "H", "H", "H", "H", "H", "H", "H", "H", "H", "C", "O", "C", "C", "O", "C", "H", "H", "H", "H", "H", "H", "H", "H", "H", "H"],
  "positions_angstrom": [[-19.00, -8.63, -22.90], [-18.34, -7.47, -22.56], [-18.14, -7.21, -21.20], [-18.66, -8.03, -20.23], [-19.37, -9.17, -20.58], [-19.51, -9.49, -21.93], [-19.17, -8.94, -23.93], [-17.80, -6.87, -23.28], [-17.53, -6.35, -20.94], [-18.42, -7.86, -19.18], [-19.84, -9.82, -19.85], [-20.15, -10.31, -22.22], [-19.19, -10.06, -14.18], [-19.97, -10.19, -15.34], [-19.36, -9.64, -16.49], [-18.48, -10.64, -17.21], [-19.29, -11.63, -17.81], [-19.15, -12.89, -17.21], [-18.16, -10.39, -14.35], [-19.63, -10.67, -13.40], [-19.16, -9.02, -13.81], [-18.82, -8.72, -16.25], [-20.18, -9.35, -17.15], [-17.70, -11.04, -16.57], [-17.96, -10.07, -18.00], [-18.20, -13.37, -17.48], [-19.93, -13.56, -17.59], [-19.30, -12.87, -16.13], [-26.34, -10.16, -17.05], [-25.38, -9.27, -16.51], [-24.38, -8.88, -17.41], [-23.25, -9.87, -17.63], [-23.72, -11.05, -18.24], [-22.69, -11.93, -18.51], [-25.95, -11.15, -17.23], [-26.77, -9.72, -17.97], [-27.16, -10.23, -16.34], [-23.90, -7.99, -16.99], [-24.80, -8.61, -18.39], [-22.75, -10.13, -16.69], [-22.52, -9.36, -18.28], [-22.18, -12.26, -17.59], [-21.89, -11.60, -19.19], [-23.12, -12.84, -18.95], [-16.37, -4.32, -23.67], [-15.73, -3.20, -24.25], [-14.32, -3.28, -24.18], [-13.69, -2.21, -25.04], [-13.64, -0.94, -24.44], [-14.85, -0.22, -24.52], [-17.43, -4.19, -23.88], [-16.23, -4.38, -22.58], [-16.00, -5.23, -24.14], [-13.96, -4.28, -24.47], [-14.00, -3.12, -23.14], [-14.23, -2.15, -26.00], [-12.66, -2.50, -25.27], [-15.63, -0.70, -23.93], [-15.17, -0.11, -25.56], [-14.68, 0.78, -24.13], [-17.49, -4.03, -19.17], [-16.29, -4.73, -18.96], [-16.22, -5.29, -17.66], [-15.12, -6.32, -17.56], [-15.45, -7.58, -18.10], [-15.11, -7.78, -19.47], [-18.37, -4.65, -18.96], [-17.52, -3.74, -20.21], [-17.55, -3.12, -18.55], [-17.18, -5.70, -17.33], [-15.97, -4.46, -16.97], [-14.89, -6.45, -16.50], [-14.23, -5.91, -18.06], [-15.67, -8.66, -19.77], [-14.04, -8.02, -19.62], [-15.36, -6.92, -20.09], [-25.30, -2.12, -22.51], [-24.10, -2.74, -22.11], [-22.99, -1.93, -22.38], [-21.74, -2.60, -21.89], [-21.54, -3.80, -22.58], [-20.32, -4.41, -22.24], [-26.11, -2.82, -22.32], [-25.31, -1.89, -23.58], [-25.46, -1.20, -21.93], [-23.10, -0.97, -21.84], [-22.90, -1.71, -23.45], [-21.81, -2.80, -20.81], [-20.89, -1.91, -22.03], [-19.47, -3.81, -22.60], [-20.31, -5.38, -22.73], [-20.19, -4.58, -21.17], [-14.15, -7.17, -23.47], [-14.09, -6.34, -22.33], [-12.78, -5.89, -22.11], [-12.79, -4.99, -20.89], [-11.57, -4.34, -20.65], [-10.53, -5.23, -20.28], [-15.18, -7.50, -23.60], [-13.50, -8.04, -23.38], [-13.84, -6.60, -24.36], [-12.41, -5.32, -22.98], [-12.07, -6.72, -21.98], [-13.13, -5.54, -20.00], [-13.53, -4.20, -21.04], [-9.67, -4.61, -20.01], [-10.21, -5.84, -21.13], [-10.83, -5.86, -19.44]]
}

No. 2
{
  "formula": "C43H47AgAs2BrClINPS4Sb",
  "method": "the ωB97M-V functional and the def2-TZVPD basis",
  "total_energy_ev": -322356.017,
  "lumo_ev": 3.45,
  "max_force_ev_per_a": 0.928,
  "total_charge": -2,
  "homo_lumo_gap_ev": 4.327,
  "elements": ["Ag", "S", "As", "S", "S", "S", "C", "C", "Sb", "C", "C", "C", "C", "H", "H", "H", "H", "H", "H", "H", "H", "H", "H", "H", "H", "H", "H", "H", "Br", "C", "C", "C", "C", "C", "C", "I", "H", "H", "H", "H", "Cl", "C", "C", "C", "C", "N", "C", "H", "H", "H", "H", "C", "C", "As", "C", "C", "C", "C", "C", "C", "C", "C", "C", "C", "C", "C", "P", "C", "C", "C", "C", "C", "C", "C", "C", "C", "C", "C", "C", "H", "H", "H", "H", "H", "H", "H", "H", "H", "H", "H", "H", "H", "H", "H", "H", "H", "H", "H", "H", "H", "H", "H", "H"],
  "positions_angstrom": [[-1.13, -0.55, 1.72], [-2.17, 1.10, 6.31], [-1.63, 1.11, 4.27], [0.00, -0.34, 3.90], [-3.31, 0.40, 3.08], [-1.00, 3.04, 3.73], [-3.76, 2.43, -2.84], [-2.49, 2.01, -2.15], [-2.61, 1.58, 0.03], [-2.42, 3.65, 0.75], [-2.70, 4.78, -0.21], [-4.81, 1.33, 0.13], [-5.63, 2.60, 0.27], [-3.61, 2.54, -3.92], [-4.11, 3.39, -2.45], [-4.54, 1.70, -2.68], [-1.71, 2.76, -2.29], [-2.13, 1.08, -2.59], [-1.40, 3.72, 1.12], [-3.07, 3.71, 1.63], [-2.02, 4.74, -1.06], [-2.55, 5.74, 0.30], [-3.72, 4.75, -0.58], [-4.98, 0.69, 1.00], [-5.11, 0.77, -0.76], [-5.32, 3.15, 1.16], [-6.69, 2.36, 0.37], [-5.52, 3.24, -0.60], [-3.48, -6.40, 5.06], [-3.59, -4.57, 5.58], [-4.34, -4.27, 6.71], [-4.45, -2.95, 7.11], [-3.81, -1.95, 6.41], [-3.06, -2.27, 5.29], [-2.94, -3.58, 4.87], [-1.81, -3.99, 3.12], [-4.84, -5.06, 7.24], [-5.04, -2.71, 7.99], [-3.86, -0.91, 6.70], [-2.56, -1.48, 4.74], [-1.48, -4.18, -3.15], [-2.29, -3.44, -1.81], [-3.64, -3.67, -1.59], [-4.22, -3.03, -0.50], [-3.45, -2.21, 0.29], [-2.14, -2.00, 0.08], [-1.58, -2.62, -0.96], [-4.21, -4.31, -2.25], [-5.27, -3.17, -0.27], [-3.87, -1.68, 1.14], [-0.52, -2.43, -1.10], [1.92, -0.55, -1.68], [2.38, -1.96, -1.96], [3.98, -2.08, -3.14], [5.11, -0.83, -2.12], [5.00, 0.55, -2.18], [5.77, 1.35, -1.35], [6.66, 0.79, -0.46], [6.78, -0.59, -0.40], [6.01, -1.39, -1.22], [3.44, -0.90, -4.61], [4.40, -0.15, -5.28], [4.08, 0.63, -6.37], [2.77, 0.66, -6.83], [1.80, -0.10, -6.19], [2.13, -0.87, -5.09], [0.86, -0.37, -0.11], [2.13, -1.05, 1.02], [3.39, -0.47, 1.17], [4.33, -1.07, 1.99], [4.03, -2.25, 2.65], [2.78, -2.83, 2.50], [1.84, -2.23, 1.69], [1.10, 1.43, 0.04], [0.96, 2.26, -1.07], [1.12, 3.63, -0.95], [1.42, 4.18, 0.29], [1.52, 3.37, 1.40], [1.35, 2.00, 1.28], [1.34, -0.17, -2.52], [2.78, 0.11, -1.53], [1.58, -2.56, -2.42], [2.66, -2.47, -1.03], [4.32, 1.02, -2.88], [5.65, 2.43, -1.39], [7.26, 1.41, 0.18], [7.47, -1.04, 0.30], [6.09, -2.47, -1.17], [5.43, -0.18, -4.92], [4.84, 1.21, -6.86], [2.52, 1.25, -7.70], [0.78, -0.08, -6.55], [1.37, -1.46, -4.61], [3.62, 0.46, 0.67], [5.29, -0.60, 2.12], [4.76, -2.70, 3.30], [2.54, -3.75, 3.02], [0.85, -2.67, 1.57], [0.72, 1.85, -2.04], [1.02, 4.26, -1.82], [1.54, 5.25, 0.38], [1.71, 3.79, 2.37], [1.40, 1.37, 2.16]]
}

No. 3
{
  "formula": "C31H31Br4IN2O2PtSb",
  "method": "the ωB97M-V functional and the def2-TZVPD basis",
  "total_energy_ev": -337773.185,
  "lumo_ev": -4.98,
  "max_force_ev_per_a": 0.347,
  "total_charge": 1,
  "homo_lumo_gap_ev": 5.244,
  "elements": ["Pt", "I", "C", "C", "C", "C", "C", "C", "C", "C", "C", "C", "H", "H", "H", "H", "H", "H", "Br", "C", "C", "Br", "C", "Br", "C", "O", "C", "O", "C", "Br", "N", "C", "C", "C", "C", "C", "N", "C", "H", "H", "H", "H", "C", "C", "C", "Sb", "C", "C", "C", "C", "C", "C", "H", "H", "H", "H", "H", "H", "H", "H", "H", "H", "H", "H", "H", "H", "H", "H", "H", "H", "H", "H", "H"],
  "positions_angstrom": [[-0.43, 0.78, 0.26], [-0.07, 1.64, 3.12], [1.97, 1.60, 2.62], [2.82, 1.94, 3.63], [4.20, 1.99, 3.40], [4.69, 1.72, 2.16], [3.82, 1.37, 1.10], [4.36, 1.10, -0.19], [3.55, 0.75, -1.22], [2.16, 0.61, -1.00], [1.57, 0.85, 0.22], [2.41, 1.27, 1.31], [2.43, 2.19, 4.61], [4.87, 2.26, 4.21], [5.75, 1.78, 1.96], [5.43, 1.19, -0.32], [3.96, 0.57, -2.20], [1.54, 0.31, -1.84], [0.62, 7.77, -2.03], [0.25, 5.95, -2.17], [0.23, 5.33, -3.53], [0.57, 6.43, -5.00], [-0.02, 4.02, -3.71], [-0.08, 3.18, -5.37], [-0.30, 3.15, -2.56], [-0.57, 1.98, -2.67], [-0.27, 3.79, -1.15], [-0.46, 3.12, -0.16], [0.00, 5.23, -1.06], [0.02, 5.93, 0.68], [-5.39, -0.32, -3.63], [-4.98, 0.11, -2.65], [-4.47, 0.63, -1.41], [-5.29, 1.27, -0.49], [-4.72, 1.75, 0.67], [-3.36, 1.57, 0.88], [-2.57, 0.95, 0.00], [-3.11, 0.49, -1.13], [-6.35, 1.38, -0.69], [-5.31, 2.26, 1.42], [-2.88, 1.94, 1.77], [-2.44, 0.02, -1.83], [-2.15, -4.10, 0.15], [-2.12, -2.60, 0.40], [-2.82, -2.22, 1.70], [-0.16, -1.70, 0.38], [0.84, -2.34, 2.17], [0.49, -3.77, 2.59], [2.35, -2.18, 2.00], [0.89, -2.54, -1.30], [0.07, -2.27, -2.55], [1.25, -4.01, -1.14], [-3.18, -4.46, 0.19], [-1.58, -4.65, 0.89], [-1.76, -4.36, -0.84], [-2.63, -2.10, -0.43], [-2.37, -2.72, 2.56], [-3.87, -2.52, 1.67], [-2.78, -1.14, 1.90], [0.48, -1.64, 2.92], [0.76, -4.50, 1.83], [-0.57, -3.89, 2.82], [1.05, -4.02, 3.50], [2.75, -2.91, 1.30], [2.84, -2.33, 2.96], [2.62, -1.19, 1.65], [1.80, -1.95, -1.33], [-0.87, -2.83, -2.55], [0.62, -2.57, -3.44], [-0.17, -1.21, -2.66], [0.38, -4.65, -1.05], [1.89, -4.19, -0.27], [1.81, -4.34, -2.02]]
}

How do the records compare in HOMO level? In the order shown, they have -0.346; -0.032; -0.376 Eh.